Below is a 3-piece molecular cluster, C3H7NO2 overall in a non-equilibrium geometry, with properties calculated with ωB97M-V with the def2-TZVPD basis set.

Structure (ORCA input):
```
! RIJCOSX wB97M-V def2-TZVPD def2/J DEFGRID3
* xyz 0 1
C -0.59833 1.04401 -1.30058
C -0.62618 -0.55639 1.30644
N 0.63700 1.25648 -1.54395
C 1.48533 -1.24954 0.13617
O 2.11531 -0.27274 -0.00783
O 1.25621 -2.38037 -0.03436
H 1.05457 2.01355 -1.00522
H -0.59937 0.08417 0.25545
H -1.10973 0.34017 -1.95316
H -1.27072 1.80033 -0.87551
H -1.43195 0.03487 1.73956
H 0.08577 -0.54650 2.12508
H -0.99792 -1.56805 1.15792
*
```

E = -8807.60760 eV
HOMO = -0.3727 Eh
Energy relative to the best compared isomer or geometry (same formula, charge and spin) = 67.4 kcal/mol
SMILES = O=C=O.C=N.C
F_max = 4.17 eV/A